A 11-piece molecular cluster, C41H110N16O17 overall, computed with wB97M-V/def2-TZVPD.

Properties
SMILES string ... COCCNCCOC.COCCNCCOC.COCCNCCOC.COCCNCCOC.COCCNCCOC.COCCNCCOC.NC(N)=O.NC(N)=O.NC(N)=O.NC(N)=O.NC(N)=O
LUMO ... 0.14 eV
Relative energy (zero: lowest compared OMol25 entry of this formula, charge and spin) ... 10.850 eV
HOMO energy ... -0.32152 hartree

Geometry as XYZ:
```
184
Properties=species:S:1:pos:R:3:forces:R:3:mulliken_charge:R:1
C -9.973 1.559 1.413 -1.0 0.8 -0.2 -0.734
O -10.090 2.807 0.705 0.7 -0.7 -0.2 -0.338
C -9.663 2.703 -0.691 0.0 0.9 2.6 -0.506
C -9.446 4.171 -1.171 0.4 -2.0 -0.1 -0.742
N -8.084 4.657 -0.905 -0.7 -1.7 -0.6 -0.079
C -7.929 5.973 -1.429 2.7 0.6 0.1 -0.639
C -6.391 6.305 -1.518 -0.1 -1.2 1.5 -0.607
O -5.697 5.904 -0.302 -2.5 1.0 -0.6 -0.324
C -4.374 5.805 -0.535 3.0 -0.5 0.3 -0.794
H -10.640 0.819 0.971 -0.4 -0.1 0.0 0.302
H -10.307 1.818 2.418 0.1 -0.4 0.0 0.245
H -9.006 1.055 1.441 0.5 0.6 -0.1 0.306
H -10.425 2.105 -1.190 0.0 0.3 -0.6 0.423
H -8.749 2.118 -0.593 0.4 0.2 -0.9 0.226
H -10.196 4.820 -0.718 -0.3 -0.1 -0.1 0.332
H -9.603 4.079 -2.246 0.1 0.7 -0.2 0.410
H -7.892 4.582 0.084 0.1 0.3 0.1 0.219
H -8.541 6.658 -0.842 0.0 0.7 -0.6 0.444
H -8.054 5.929 -2.511 -1.4 0.3 0.1 0.325
H -6.077 7.311 -1.796 -0.5 0.3 0.2 0.488
H -6.015 5.659 -2.310 0.1 -0.2 -0.2 0.201
H -3.874 6.657 -0.996 -0.4 0.5 -0.4 0.323
H -4.086 4.939 -1.131 -0.2 -0.3 -0.4 0.281
H -3.802 5.688 0.385 -0.4 -0.1 0.4 0.284
C 2.427 3.959 -6.732 -0.7 0.4 -0.1 -0.785
O 1.473 5.061 -6.559 0.9 -1.9 -1.3 -0.319
C 0.224 4.607 -7.102 -0.7 1.2 0.0 -0.667
C -0.746 5.813 -7.303 -1.1 -0.4 -0.3 -0.646
N -0.618 6.654 -8.500 2.3 0.3 0.3 -0.458
C 0.600 7.460 -8.325 0.2 0.9 -2.7 -0.458
C 0.912 8.202 -9.694 -0.9 -1.7 -0.2 -0.583
O 1.976 9.016 -9.518 2.9 2.7 0.4 -0.300
C 2.325 9.940 -10.575 -0.6 -0.6 0.2 -0.755
H 2.059 3.042 -6.271 0.1 0.2 1.0 0.322
H 3.428 4.258 -6.420 -0.3 0.0 0.4 0.269
H 2.517 3.569 -7.745 -0.1 0.8 -0.7 0.343
H -0.186 3.895 -6.386 -0.5 0.1 0.3 0.485
H 0.307 4.017 -8.015 0.5 0.3 -0.4 0.351
H -0.713 6.408 -6.391 0.0 0.1 0.3 0.352
H -1.764 5.465 -7.474 -0.1 -0.7 0.8 0.467
H -1.300 7.397 -8.549 -1.0 -0.6 0.3 0.273
H 1.431 6.795 -8.089 0.0 0.4 0.1 0.323
H 0.452 8.257 -7.597 0.3 -0.1 0.5 0.232
H 0.093 8.742 -10.168 -0.8 0.3 0.6 0.366
H 1.141 7.477 -10.475 0.1 -0.7 0.0 0.326
H 2.456 9.406 -11.517 -0.2 -0.1 -0.2 0.301
H 3.252 10.492 -10.423 0.2 -0.6 0.8 0.264
H 1.585 10.734 -10.675 -0.5 -0.2 -0.1 0.298
C 3.301 4.038 -0.054 -1.4 0.8 -0.8 -0.771
O 3.387 2.757 0.483 1.8 -0.4 1.9 -0.306
C 3.015 1.698 -0.362 -0.4 0.7 -0.7 -0.734
C 1.515 1.607 -0.455 -0.8 -1.4 -0.7 -0.620
N 0.839 1.122 0.757 0.4 0.2 -0.2 -0.244
C -0.584 0.815 0.559 0.5 0.7 0.4 -0.463
C -1.360 0.889 1.845 0.6 0.4 1.8 -0.729
O -1.320 2.200 2.484 1.7 -1.1 -1.8 -0.282
C -2.244 2.376 3.501 -0.7 0.1 -0.8 -0.761
H 2.330 4.445 0.228 -0.6 0.0 -0.7 0.260
H 3.462 4.004 -1.132 -0.4 0.1 -0.2 0.317
H 3.900 4.885 0.280 1.2 -1.0 0.8 0.265
H 3.430 0.723 -0.108 0.1 0.3 1.0 0.344
H 3.487 1.879 -1.328 -0.4 0.2 -0.5 0.414
H 1.337 0.871 -1.239 0.0 -0.6 0.0 0.429
H 1.036 2.446 -0.960 0.1 0.9 0.5 0.391
H 0.971 1.744 1.542 0.0 0.3 -0.1 0.210
H -0.637 -0.236 0.273 -0.3 0.1 -0.6 0.264
H -1.015 1.513 -0.158 -0.2 -0.2 -0.4 0.339
H -0.866 0.187 2.516 0.2 -0.1 0.4 0.293
H -2.372 0.487 1.804 -0.4 0.4 -0.5 0.525
H -2.159 1.645 4.305 0.0 0.0 0.2 0.262
H -3.182 2.271 2.955 -0.9 0.1 0.8 0.356
H -2.123 3.404 3.843 -0.1 -0.2 0.3 0.227
C -5.408 -5.586 0.917 1.0 -1.0 -0.6 -0.686
O -5.039 -6.514 1.881 -0.3 -2.3 1.1 -0.278
C -4.874 -7.908 1.429 1.0 1.2 0.9 -0.434
C -4.209 -8.537 2.627 0.9 -0.3 0.5 -0.613
N -3.758 -9.934 2.444 -1.1 1.3 -1.1 -0.318
C -4.158 -10.830 3.491 0.5 0.0 0.4 -0.560
C -3.460 -12.151 3.220 0.8 1.1 0.3 -0.486
O -3.879 -12.989 4.214 -0.8 -2.3 2.0 -0.303
C -3.317 -14.310 4.460 -0.3 1.1 -1.0 -0.700
H -6.254 -6.034 0.396 -0.4 1.0 -0.3 0.277
H -4.535 -5.558 0.264 -0.2 0.6 -0.8 0.294
H -5.511 -4.615 1.402 -0.5 -0.2 -0.2 0.215
H -4.144 -7.939 0.619 -0.1 0.1 -0.4 0.286
H -5.734 -8.507 1.131 -0.6 0.7 0.0 0.315
H -4.805 -8.409 3.531 -0.4 -0.2 -0.1 0.335
H -3.314 -7.948 2.825 0.0 0.3 0.0 0.254
H -2.751 -9.859 2.428 0.0 -0.5 0.0 0.276
H -5.218 -10.981 3.691 -0.3 0.2 -0.9 0.349
H -3.818 -10.379 4.424 0.3 -0.5 0.6 0.332
H -2.409 -11.881 3.315 0.6 -0.4 0.0 0.261
H -3.589 -12.476 2.187 -0.5 -0.3 -0.1 0.379
H -4.014 -14.939 5.014 -0.4 0.4 -0.2 0.243
H -2.418 -14.286 5.075 0.3 0.3 -0.3 0.260
H -3.151 -14.759 3.480 0.3 -0.3 0.1 0.302
C -1.662 -2.816 7.275 -1.0 -1.7 -0.6 -0.826
O -0.921 -1.699 7.509 0.8 2.4 -0.3 -0.344
C 0.456 -1.735 7.073 0.4 0.0 0.3 -0.508
C 1.115 -0.331 6.959 -2.6 -0.2 0.7 -0.466
N 0.736 0.430 8.182 1.8 -0.3 0.8 -0.337
C 1.730 0.064 9.227 -0.4 0.2 -0.7 -0.517
C 1.482 0.758 10.548 1.0 -1.0 0.4 -0.772
O 0.249 0.495 11.289 1.0 0.0 -1.1 -0.382
C 0.358 -0.611 12.223 0.2 1.0 -0.6 -0.680
H -1.784 -3.040 6.215 0.5 -0.2 -0.4 0.310
H -2.704 -2.742 7.583 0.1 0.7 0.5 0.273
H -1.291 -3.702 7.790 0.4 -0.2 0.0 0.319
H 0.572 -2.218 6.103 -0.1 -0.5 0.1 0.503
H 0.941 -2.255 7.899 0.5 -0.5 -0.4 0.260
H 0.699 0.158 6.078 -0.1 0.2 0.0 0.133
H 2.194 -0.344 6.809 0.0 -0.4 0.3 0.393
H -0.058 0.010 8.642 -1.0 0.1 -0.9 0.295
H 2.712 0.383 8.878 0.2 0.3 0.2 0.430
H 1.837 -1.017 9.324 -0.2 -0.4 0.2 0.285
H 1.782 1.774 10.290 -1.4 0.7 0.7 0.384
H 2.350 0.433 11.121 0.0 -0.1 0.7 0.405
H -0.650 -0.857 12.557 0.1 0.2 0.0 0.247
H 0.974 -0.260 13.051 0.0 -0.3 0.2 0.313
H 0.800 -1.506 11.787 0.1 0.0 -0.2 0.282
C 1.914 -3.443 -7.074 -1.9 1.1 -2.2 -0.725
O 2.179 -3.003 -5.808 -1.4 -0.6 0.5 -0.328
C 3.440 -3.345 -5.497 1.7 -0.1 1.2 -0.164
C 3.546 -3.300 -4.018 -1.2 0.1 1.7 -0.984
N 4.852 -3.347 -3.485 2.1 -1.1 0.0 -0.283
C 5.802 -4.376 -4.029 0.9 1.8 0.2 -0.556
C 7.187 -4.098 -3.372 -0.5 -1.7 0.5 -0.744
O 7.186 -4.817 -2.100 -2.0 0.7 -1.9 -0.238
C 8.294 -4.686 -1.324 1.6 -0.2 -0.2 -0.830
H 1.576 -2.510 -7.525 -0.2 -0.3 -1.1 0.243
H 1.093 -4.155 -7.154 -0.1 -0.2 0.4 0.236
H 2.740 -3.865 -7.647 0.3 0.2 0.2 0.356
H 4.120 -2.627 -5.954 0.6 0.2 -0.1 0.324
H 3.713 -4.329 -5.877 0.0 -0.3 0.0 0.369
H 2.865 -3.978 -3.504 0.1 -0.8 -0.4 0.350
H 3.193 -2.373 -3.565 -0.5 0.5 -0.8 0.323
H 5.215 -2.491 -3.878 0.8 0.4 0.5 0.193
H 5.930 -4.200 -5.097 0.1 0.0 -0.3 0.374
H 5.544 -5.433 -3.965 -0.4 0.2 0.7 0.390
H 7.457 -3.046 -3.285 -0.6 0.3 0.5 0.376
H 7.988 -4.470 -4.011 0.1 -0.6 -0.1 0.424
H 8.181 -5.361 -0.476 0.0 0.5 0.3 0.241
H 8.528 -3.647 -1.090 -0.1 0.1 0.6 0.324
H 9.153 -5.060 -1.880 0.5 -0.1 0.0 0.339
N 4.146 -4.108 0.963 -1.4 1.6 -1.7 -0.264
C 4.376 -4.685 2.130 -1.9 0.4 4.5 0.650
N 5.467 -5.432 2.082 2.3 -1.8 -0.1 -0.348
O 3.737 -4.554 3.232 1.0 -0.2 -3.4 -0.691
H 4.818 -4.155 0.211 -0.3 0.0 0.1 0.106
H 3.307 -3.565 0.813 0.3 0.0 0.2 0.175
H 5.601 -6.154 2.775 0.0 0.4 -0.1 0.219
H 5.917 -5.547 1.185 0.0 -0.3 0.3 0.147
N 1.404 4.342 5.099 -0.1 0.9 -0.3 -0.270
C 1.610 5.383 5.954 3.2 1.4 -1.6 0.641
N 1.243 5.038 7.196 0.0 0.9 2.6 -0.443
O 2.264 6.443 5.669 -2.4 -2.8 0.7 -0.677
H 1.582 4.530 4.123 -0.3 -0.6 0.2 0.150
H 0.914 3.561 5.511 0.0 -0.1 -1.0 0.146
H 1.777 5.552 7.882 -0.3 0.1 0.1 0.244
H 1.058 4.094 7.504 0.0 0.0 -0.5 0.212
N 8.206 2.083 -5.615 1.1 3.5 2.3 -0.434
C 7.643 0.953 -5.881 -3.3 -2.9 1.7 0.662
N 8.001 0.557 -7.048 1.7 -1.4 -4.2 -0.374
O 6.829 0.329 -5.212 -0.3 0.2 1.0 -0.657
H 9.035 2.288 -6.155 -0.1 0.8 1.0 0.186
H 7.888 2.501 -4.752 0.8 0.4 -0.2 0.237
H 8.529 1.304 -7.476 -0.3 -1.2 -1.5 0.152
H 7.585 -0.253 -7.486 0.3 0.4 -0.1 0.225
N 6.945 2.342 3.857 2.5 5.1 1.3 -0.408
C 6.580 1.142 4.182 -2.0 -1.6 -0.2 0.627
N 5.989 0.619 3.099 -0.1 -1.8 -0.8 -0.427
O 6.571 0.667 5.291 0.8 -0.6 1.1 -0.633
H 7.095 2.755 2.948 -0.1 -0.6 0.2 0.196
H 7.239 2.880 4.660 0.1 0.3 -0.4 0.212
H 5.641 1.368 2.518 -0.7 -1.3 -0.5 0.203
H 5.686 -0.334 3.240 -0.7 0.4 -0.8 0.236
N -6.271 2.477 -4.255 -3.1 5.0 -3.3 -0.334
C -5.838 1.445 -3.650 2.9 -3.2 -1.1 0.685
N -5.572 1.663 -2.411 0.4 1.2 5.8 -0.286
O -5.459 0.472 -4.256 -0.1 -2.3 -0.9 -0.706
H -6.525 2.392 -5.228 0.1 0.0 0.3 0.202
H -6.545 3.312 -3.756 -0.1 -0.2 -0.3 0.124
H -5.037 1.090 -1.775 -0.2 -0.2 -0.7 0.189
H -5.846 2.563 -2.042 0.1 -0.3 0.4 0.081
```
Positions in Å, forces in eV/Å.